# 1
{
  "formula": "C17H16BCuN9OS",
  "method": "ωB97M-V with the def2-TZVPD basis set",
  "elements": ["Cu", "C", "C", "N", "N", "C", "B", "N", "C", "C", "C", "N", "N", "C", "C", "C", "N", "N", "C", "C", "C", "N", "H", "H", "H", "H", "H", "H", "H", "H", "H", "H", "H", "H", "O", "N", "C", "C", "C", "C", "C", "S", "H", "H", "H", "H"],
  "positions_angstrom": [[-0.030550, 0.367880, -0.625704], [3.694568, -0.765631, -1.987817], [2.631005, 0.127650, -1.916986], [1.710876, -0.356846, -1.087368], [2.147294, -1.538889, -0.608611], [3.348314, -1.806761, -1.146756], [1.147360, -2.359089, 0.252874], [0.719439, -1.365855, 1.397309], [0.939569, -1.509984, 2.711020], [0.565693, -0.345258, 3.359524], [0.133136, 0.501471, 2.350466], [0.228230, -0.136426, 1.180830], [-0.083666, -2.692029, -0.607140], [-0.468518, -3.847152, -1.194251], [-1.533344, -3.570390, -2.019670], [-1.711927, -2.186660, -1.911524], [-0.832064, -1.666455, -1.068621], [1.744367, -3.583063, 0.881132], [1.075209, -4.598321, 1.502810], [1.992419, -5.334356, 2.200329], [3.223705, -4.697958, 1.939885], [3.068965, -3.642709, 1.165387], [4.599266, -0.666607, -2.560530], [2.480344, 1.074264, -2.406906], [3.870301, -2.704514, -0.869298], [1.350618, -2.427241, 3.099061], [0.609985, -0.136981, 4.413164], [-0.233540, 1.512591, 2.406955], [0.037779, -4.774102, -0.988239], [-2.091485, -4.267430, -2.619279], [-2.430720, -1.553184, -2.406511], [0.004788, -4.695105, 1.427959], [1.808715, -6.209221, 2.799306], [4.208059, -4.965791, 2.289594], [-0.142188, 1.111615, -2.311081], [-1.082165, 2.053405, -2.521448], [-1.154626, 2.595291, -3.753181], [-2.088804, 3.558859, -4.016001], [-2.954790, 3.962541, -2.998310], [-2.860033, 3.387370, -1.750022], [-1.895113, 2.410999, -1.521075], [-1.659992, 1.608675, -0.001639], [-0.439098, 2.203308, -4.460645], [-2.142705, 3.988460, -5.004684], [-3.699564, 4.722675, -3.187801], [-3.516312, 3.674053, -0.940906]],
  "atomic_forces_ev_per_a": [[0.580, -0.127, 0.074], [0.053, 0.013, -0.012], [0.025, -0.083, 0.025], [-0.129, 0.137, 0.034], [0.020, -0.081, -0.115], [-0.104, 0.018, 0.029], [-0.031, 0.004, -0.089], [0.056, -0.147, 0.225], [-0.069, 0.035, 0.006], [0.040, -0.011, -0.024], [-0.048, -0.004, 0.037], [-0.054, 0.249, -0.340], [0.187, -0.054, -0.098], [-0.048, 0.111, 0.097], [0.018, -0.049, -0.106], [0.041, -0.026, 0.056], [-0.206, -0.041, 0.101], [-0.120, -0.124, -0.072], [0.041, 0.194, 0.057], [0.013, -0.108, -0.030], [-0.024, 0.040, 0.042], [0.046, 0.045, 0.025], [-0.008, 0.013, 0.006], [-0.002, 0.000, -0.004], [0.005, -0.010, -0.005], [0.000, -0.005, -0.014], [0.007, 0.001, -0.002], [0.005, -0.006, -0.024], [-0.007, -0.013, 0.011], [0.008, 0.012, -0.006], [-0.011, 0.001, 0.014], [-0.005, -0.009, -0.010], [0.009, -0.004, -0.020], [-0.007, -0.002, -0.007], [-0.005, -0.021, 0.085], [-0.221, 0.168, 0.071], [0.124, -0.085, -0.056], [-0.035, 0.029, 0.001], [0.016, -0.037, 0.056], [-0.045, 0.077, -0.097], [0.107, -0.095, 0.009], [-0.228, 0.005, 0.068], [-0.012, 0.015, -0.007], [0.017, -0.013, -0.006], [-0.003, -0.002, 0.004], [0.005, -0.009, 0.007]],
  "lowdin_charge": [0.43, -0.02, -0.09, -0.02, 0.05, -0.03, -0.63, 0.06, -0.01, -0.01, -0.12, -0.08, 0.01, -0.05, -0.04, -0.12, 0.01, -0.03, -0.09, -0.05, -0.14, 0.07, 0.11, 0.12, 0.12, 0.13, 0.11, 0.10, 0.12, 0.10, 0.11, 0.13, 0.10, 0.11, -0.17, -0.16, 0.02, -0.01, -0.02, -0.04, -0.56, 0.93, 0.15, 0.13, 0.13, 0.13],
  "spin_multiplicity": 1,
  "total_charge": 1,
  "largest_force_ev_per_a": 0.598,
  "e_tot_ha": -3288.8111
}



# 2
{
  "formula": "C17H16Cl3N2O5RhS2Si",
  "method": "ωB97M-V with the def2-TZVPD basis set",
  "elements": ["Rh", "C", "Si", "C", "C", "C", "C", "C", "C", "N", "C", "S", "H", "H", "H", "H", "H", "H", "H", "H", "H", "H", "H", "H", "Cl", "C", "Cl", "Cl", "C", "O", "O", "O", "C", "N", "S", "O", "O", "C", "C", "C", "C", "C", "C", "H", "H", "H", "H"],
  "positions_angstrom": [[-1.783865, 0.270371, -1.473351], [-1.063762, 2.292597, 4.834410], [0.055480, 1.697962, 3.434191], [1.539601, 0.724222, 4.068158], [0.687634, 3.166830, 2.451557], [-1.012886, 0.425502, 2.491417], [-1.324098, -0.776905, 3.121350], [-2.077598, -1.760178, 2.491762], [-2.513159, -1.536414, 1.201526], [-2.252396, -0.390861, 0.581000], [-1.523609, 0.557280, 1.198230], [-1.216165, 1.898269, 0.125614], [-0.538359, 2.997362, 5.482996], [-1.412741, 1.465064, 5.455173], [-1.942463, 2.801876, 4.433249], [2.197069, 1.362491, 4.662312], [2.111669, 0.344980, 3.218807], [1.254003, -0.126943, 4.688834], [1.303507, 3.796218, 3.098701], [-0.116588, 3.788467, 2.056268], [1.304076, 2.839442, 1.613894], [-0.947088, -0.957844, 4.122214], [-2.316316, -2.688007, 2.990970], [-3.095409, -2.268039, 0.657427], [-4.143707, 1.448648, -5.708956], [-2.923987, 2.372028, -4.841549], [-3.635376, 3.893813, -4.251266], [-1.558655, 2.716959, -5.894364], [-2.451536, 1.618782, -3.574191], [-3.265838, 0.848923, -3.000347], [-1.306188, 1.840117, -3.138770], [0.949492, -0.540754, 0.194146], [0.888426, -1.047033, -0.913257], [-0.203208, -1.018093, -1.729623], [0.046005, -1.709110, -3.227497], [-0.006240, -0.697586, -4.238958], [-0.801474, -2.854301, -3.374552], [1.713371, -2.207734, -2.847669], [2.615359, -2.923335, -3.604886], [3.851611, -3.207383, -3.036760], [4.157045, -2.790097, -1.745354], [3.233202, -2.078789, -0.992339], [2.006514, -1.790446, -1.561061], [2.366864, -3.250033, -4.606058], [4.580472, -3.766777, -3.607718], [5.125244, -3.025802, -1.323664], [3.446070, -1.755737, 0.017984]],
  "atomic_forces_ev_per_a": [[0.710, 1.304, 0.664], [0.249, -0.038, -0.144], [0.067, -0.083, 0.323], [-0.214, 0.147, -0.051], [-0.166, -0.225, -0.070], [-0.168, 0.110, -0.150], [0.062, 0.176, -0.004], [-0.092, 0.022, -0.026], [-0.110, -0.332, 0.034], [0.921, 0.479, -1.257], [0.052, -0.044, 0.547], [-0.138, -1.117, -1.319], [0.005, -0.009, -0.005], [0.008, -0.021, -0.020], [0.004, -0.008, -0.023], [-0.016, 0.011, -0.001], [-0.013, -0.007, -0.011], [-0.011, 0.009, -0.003], [-0.027, -0.064, 0.080], [-0.004, 0.025, 0.003], [0.001, 0.006, -0.016], [-0.053, -0.057, 0.008], [-0.013, -0.010, -0.032], [0.082, -0.018, -0.055], [0.016, -0.044, -0.007], [0.068, 0.026, 0.084], [0.000, 0.026, 0.023], [0.011, 0.011, -0.039], [-0.446, -0.128, -0.028], [-0.654, 0.336, -0.192], [0.118, -1.143, 0.808], [0.038, -0.194, -0.252], [0.146, 0.079, 0.484], [-0.387, 0.737, 0.633], [0.140, 0.012, -0.025], [0.054, 0.015, -0.031], [0.016, -0.083, 0.053], [-0.266, 0.226, 0.347], [-0.101, -0.052, -0.238], [-0.063, 0.007, -0.023], [0.009, 0.009, 0.026], [0.002, 0.008, 0.031], [0.126, -0.125, -0.116], [0.028, -0.008, 0.010], [0.010, 0.013, 0.000], [-0.004, -0.007, -0.006], [0.002, 0.022, -0.014]],
  "lowdin_charge": [1.04, -0.17, 0.54, -0.17, -0.21, -0.24, -0.06, -0.04, -0.10, -0.06, -0.71, 0.80, 0.03, 0.03, 0.03, 0.03, 0.04, 0.03, 0.04, 0.01, 0.03, 0.11, 0.11, 0.12, 0.63, -1.53, 0.61, 0.64, -0.84, -0.13, -0.08, 0.05, -0.50, -0.18, 0.65, -0.28, -0.28, -0.20, -0.03, -0.06, -0.06, 0.00, -0.13, 0.12, 0.11, 0.11, 0.12],
  "spin_multiplicity": 1,
  "largest_force_ev_per_a": 1.733,
  "relative_energy_kcal_mol": 44.5
}



# 3
{
  "formula": "C17H16ClNO3S",
  "method": "ωB97M-V with the def2-TZVPD basis set",
  "elements": ["O", "C", "N", "H", "C", "C", "C", "C", "C", "C", "C", "H", "O", "C", "O", "H", "H", "H", "H", "H", "H", "C", "H", "H", "S", "C", "C", "C", "C", "C", "C", "C", "H", "Cl", "H", "H", "H", "H", "H"],
  "positions_angstrom": [[1.579466, 1.510722, -1.028545], [0.900696, 1.857143, -0.174027], [-0.402331, 2.202539, -0.207603], [-0.747790, 2.497148, 0.665425], [-0.947072, 2.306691, -1.537249], [-2.096775, 1.287423, -1.243985], [-2.142275, 0.389102, -0.166096], [-3.171427, -0.805418, -0.345718], [-4.116474, -0.734676, -1.282208], [-4.160385, 0.363954, -2.267700], [-3.169143, 1.080521, -2.165423], [-3.029601, 1.864113, -3.048207], [-5.134303, 0.281050, -3.227962], [-5.992753, -1.007412, -2.528332], [-5.227083, -1.499414, -1.536639], [-5.942478, -1.659503, -3.227876], [-6.952413, -0.471477, -2.343897], [-3.234823, -1.409223, 0.573166], [-1.546595, 0.072701, 0.389191], [-1.485268, 3.208191, -1.424375], [-0.274596, 1.908533, -2.208611], [1.632919, 1.751768, 1.514913], [1.395027, 2.645399, 1.919613], [2.658470, 1.578707, 1.455784], [0.798580, 0.242998, 2.129115], [1.198454, -0.998246, 1.282079], [2.800407, -1.046734, 1.363865], [3.521978, -0.952574, 0.417974], [5.008308, -0.913074, 0.651770], [5.457699, -1.489343, 1.702527], [4.614640, -2.077249, 2.676220], [3.356681, -1.825086, 2.479595], [2.576473, -2.114653, 3.397604], [5.367064, -2.586225, 4.066853], [6.613307, -1.647739, 1.770602], [5.503714, -0.817261, -0.183579], [3.224247, -0.416685, -0.631188], [0.864882, -0.741975, 0.516138], [0.700572, -1.834734, 1.806786]],
  "atomic_forces_ev_per_a": [[3.168, -1.720, -5.211], [-0.585, 1.271, 7.830], [4.883, 0.265, -0.112], [-1.174, 0.494, 0.493], [-4.978, -2.024, 5.266], [-1.220, -3.148, 0.516], [-11.228, 1.472, -11.958], [1.428, 2.686, 2.464], [-1.641, 1.969, -1.746], [-5.281, -7.010, 0.812], [7.786, 10.214, -3.714], [-0.556, -1.379, 1.490], [-0.440, -2.370, 2.745], [0.658, 6.641, 1.485], [0.160, -0.881, 1.966], [-0.675, -4.098, -5.051], [0.711, -0.842, 0.504], [-0.006, -0.245, -0.937], [9.798, -3.435, 9.243], [0.057, 1.716, -1.998], [1.334, 0.200, -1.901], [-2.850, -3.426, -5.018], [-1.059, 2.375, 2.164], [1.701, -0.038, -0.492], [-3.675, 8.918, 8.508], [9.322, -7.965, 7.943], [-9.097, -5.875, 9.175], [9.269, 5.668, -12.280], [-6.417, -0.794, -0.788], [5.362, -2.185, 2.504], [2.097, 1.793, -1.293], [-6.508, 0.407, 3.638], [2.007, 0.735, -2.565], [0.401, -1.223, 1.740], [-2.194, 0.333, 0.215], [3.192, 1.310, -3.903], [0.363, -1.670, 2.533], [-4.540, 1.790, -13.473], [0.428, 0.071, -0.794]],
  "lowdin_charge": [0.10, -0.49, 0.01, 0.13, -0.05, -0.14, 0.06, 0.07, -0.19, -0.31, -0.05, 0.17, 0.02, -0.01, 0.04, 0.07, 0.16, 0.12, -0.07, 0.12, 0.11, -0.23, 0.01, 0.03, 0.90, -0.53, -0.31, -0.07, -0.05, -0.16, -0.77, -0.07, 0.18, 0.75, 0.15, 0.06, 0.18, -0.07, 0.12],
  "spin_multiplicity": 1,
  "smiles": "O=C(CSCc1cccc(Cl)c1)NCc1ccc2c(c1)OCO2",
  "largest_force_ev_per_a": 16.469,
  "relative_energy_kcal_mol": 324.2
}